No. 1
The following is a quantum chemistry calculation of a single C6H5NO4S molecule in a non-equilibrium geometry, from OMol25.

For the HOMO-LUMO gap, the calculation gives 8.349 eV. Its SMILES is Cc1coc2c1C(=O)NS2(=O)=O. The LUMO energy is -0.813 eV. The calculation puts the HOMO energy at -9.16 eV. The calculation puts the electronic energy at -26814.646 eV. The value obtained for the energy relative to the best compared isomer or geometry (same formula, charge and spin) is 0.0 kJ/mol.

The geometry in XYZ format:
```
17
Properties=species:S:1:pos:R:3:mulliken_charge:R:1
C -0.62428 0.62379 1.01482 -1.3494
C 0.44043 0.18364 0.07421 0.4142
C 1.75957 0.64654 0.09071 -0.3435
O 2.53924 0.15475 -0.87282 -0.3355
C 1.90681 -0.70422 -1.61481 -0.0695
C 0.28737 -0.70258 -0.96936 0.4275
C -0.52603 -1.63490 -1.71232 0.3923
O -1.66643 -1.96059 -1.49472 -0.5958
N 0.22893 -2.15224 -2.75252 -0.1673
S 1.79330 -1.61493 -3.11032 1.0227
O 2.66160 -2.74560 -3.15195 -0.5803
O 1.75189 -0.73816 -4.23543 -0.5649
H -1.22746 1.39629 0.54100 0.2962
H -1.28288 -0.20840 1.24709 0.3453
H -0.19720 1.02605 1.92891 0.3842
H 2.22674 1.31554 0.78885 0.4882
H -0.19730 -2.85736 -3.33390 0.2356
```

---

No. 2
The following is a quantum chemistry calculation of 2 unconnected molecules or ions with the total composition C3H5N4 in a non-equilibrium geometry, from OMol25.

For the HOMO-LUMO gap, the calculation gives 9.786 eV. The charge is +1. The LUMO energy is -5.422 eV. The calculation puts the HOMO energy at -15.21 eV. The calculation puts the electronic energy at -9142.327 eV. The value obtained for the energy relative to the best compared isomer or geometry (same formula, charge and spin) is 258.5 kJ/mol.

The geometry in XYZ format:
```
12
Properties=species:S:1:pos:R:3:mulliken_charge:R:1
C 0.03448 0.49145 0.21520 0.4867
C 1.49106 0.46383 0.15692 -0.5791
C -3.31370 0.90671 -0.03129 -0.1835
N 3.69246 -3.33547 -0.74648 -0.2094
N -1.13446 0.40074 0.38823 0.6412
N 3.05769 -2.44992 -0.58089 0.1456
N -2.32392 0.56202 0.63677 -0.6663
H 2.05540 0.65661 1.15472 0.3229
H 1.97331 -0.58332 0.05564 0.1143
H 1.86565 0.92692 -0.83253 0.3201
H -3.23026 0.97123 -1.06369 0.3074
H -4.16769 0.98921 0.64741 0.2999
```

---

No. 3
The following is a quantum chemistry calculation of a gas-phase ion, C3H5N2OS (charge +1) in a non-equilibrium geometry, from OMol25.

For the HOMO-LUMO gap (alpha / beta), the calculation gives 8.007 / 6.654 eV. The charge is +1. As for the spin multiplicity: 3. The LUMO energy (alpha / beta) is -4.145 / -8.781 eV. The calculation puts the HOMO energy (alpha / beta) at -12.15 / -15.44 eV. The calculation puts the electronic energy at -19041.578 eV. Its expectation value of S² is 2.019. The value obtained for the energy relative to the best compared isomer or geometry (same formula, charge and spin) is 289.2 kJ/mol.

The geometry in XYZ format:
```
12
Properties=species:S:1:pos:R:3:mulliken_charge:R:1
C -1.42090 0.07634 1.16573 -0.1501
C 0.76521 -0.56245 1.22562 -0.0373
C -0.40699 -0.05672 -0.87866 -0.6468
N -0.37020 -0.12942 1.76905 -0.1994
N 0.80482 -0.37907 -0.09646 -0.1956
O -2.92209 0.21591 -1.02119 -0.3530
S -2.08041 -0.71133 -0.40417 0.5686
H -2.10841 0.90161 1.49360 0.4654
H 1.51738 -0.89669 1.95503 0.4256
H -0.62402 1.08822 -1.10342 0.3609
H -0.10315 -0.40868 -1.81064 0.4654
H 1.63409 -0.30455 -0.72852 0.2963
```

---

No. 4
The following is a quantum chemistry calculation of a molecular structure, C40H94AsF6N9O3 in a non-equilibrium geometry, from OMol25.

For the HOMO-LUMO gap, the calculation gives 9.656 eV. The charge is +6. The LUMO energy is -12.060 eV. The calculation puts the HOMO energy at -21.72 eV. The calculation puts the electronic energy at -139643.058 eV.

The geometry in XYZ format:
```
153
Properties=species:S:1:pos:R:3:mulliken_charge:R:1
C -1.98286 -1.20124 -5.09941 -1.6448
C -0.98890 -0.06269 -4.76678 0.6684
C 0.40301 -0.38010 -5.34897 -0.9857
N 1.33277 0.81490 -5.44808 0.3475
C 1.23762 1.62981 -4.15218 -1.0980
C 2.69658 0.37930 -5.61280 -0.8189
C 3.46081 1.53667 -6.16559 -0.5952
C 2.46038 2.38874 -6.89502 -0.8187
C 1.14156 1.67646 -6.62901 -0.2623
H -2.25147 -1.05432 -6.13969 0.5125
H -2.92666 -1.11272 -4.52486 0.2877
H -1.55325 -2.17892 -4.94882 0.4616
H -0.94459 0.05378 -3.66136 -0.0474
H -1.31858 0.85855 -5.24646 0.0645
H 0.30960 -0.73104 -6.37377 0.3431
H 0.91773 -1.17905 -4.82124 0.4701
H 2.08721 2.32883 -4.15014 0.4228
H 1.28268 1.06363 -3.22684 0.4805
H 0.30988 2.20287 -4.27002 0.2203
H 3.02982 0.03336 -4.62279 0.4740
H 2.73207 -0.44081 -6.32109 0.5515
H 3.85488 2.14919 -5.33444 0.1857
H 4.30897 1.19942 -6.75464 0.4923
H 2.51784 3.43894 -6.51708 0.3419
H 2.65345 2.49775 -7.95345 0.3338
H 0.31086 2.36880 -6.42337 0.1681
H 0.83039 1.01660 -7.44994 0.4798
C 4.68438 -0.40261 5.69708 -1.4058
C 3.61447 -1.41225 5.18336 -0.1990
C 2.23090 -0.69382 5.37679 -0.9562
N 1.04353 -1.58419 5.15716 0.3837
C 1.18579 -2.39617 3.92737 -1.3412
C -0.20835 -0.72278 5.03007 0.3780
C -1.31917 -1.69472 5.34032 -0.6283
C -0.72843 -2.76809 6.24032 -0.8817
C 0.78687 -2.57105 6.32691 -0.4999
H 4.56902 0.56402 5.21716 0.3230
H 5.70469 -0.75322 5.55206 0.3861
H 4.49844 -0.14223 6.73523 0.4126
H 3.67562 -2.37402 5.68078 0.3516
H 3.71374 -1.58506 4.09369 0.2869
H 2.08107 0.15743 4.71553 0.3921
H 2.07204 -0.30241 6.38139 0.5059
H 1.39312 -1.72135 3.10399 0.3082
H 0.25443 -2.92821 3.74398 0.6132
H 1.95718 -3.15861 4.02143 0.3180
H -0.26881 -0.40588 3.97455 -0.2481
H -0.08203 0.10285 5.72017 0.2451
H -1.60973 -2.21065 4.44826 0.0281
H -2.13507 -1.16921 5.82890 0.5648
H -0.88483 -3.73228 5.74542 0.4253
H -1.20053 -2.93083 7.19916 0.3907
H 1.33651 -3.48698 6.16565 0.4104
H 1.19356 -2.04815 7.21186 0.4038
C -5.71077 -1.74493 2.84971 -1.3238
C -4.73877 -1.80225 1.72806 0.4503
C -5.22285 -2.82419 0.65784 -0.9359
O -4.47357 -2.58111 -0.46766 -0.1874
C -5.00305 -2.94450 -1.81640 -0.7592
N -4.58873 -0.44523 1.04610 -0.2017
H -3.89507 -0.51823 0.28444 0.1594
H -5.44202 -0.06477 0.58157 0.4053
H -4.26542 0.26954 1.70610 0.3837
H -5.86173 -2.75449 3.15725 0.4131
H -6.69916 -1.46059 2.44268 0.4383
H -5.41173 -0.97926 3.56724 0.3970
H -3.69218 -2.07236 1.86778 0.0372
H -6.31091 -2.73240 0.51765 0.4883
H -5.02327 -3.82908 1.12898 0.3712
H -4.19069 -3.20415 -2.46921 0.1644
H -5.49517 -2.08638 -2.25588 0.3201
H -5.62207 -3.80665 -1.77219 0.3908
C -0.70321 6.21019 4.29871 -1.4954
C -0.41863 4.85290 5.01198 0.2363
C -1.58750 3.90881 5.23492 -0.6706
O -1.15248 2.68902 5.75534 -0.1266
C -1.03618 2.63044 7.20815 -0.7484
N 0.64338 4.13455 4.23484 -0.0616
H 0.61996 3.14321 4.59216 0.0900
H 0.47274 4.08256 3.24105 0.3488
H 1.57165 4.50832 4.44140 0.4408
H -1.42671 6.78403 4.88513 0.4078
H -1.05783 6.12146 3.28345 0.3620
H 0.17523 6.84034 4.22522 0.4493
H 0.04738 5.07424 5.96578 0.2571
H -2.08658 3.73892 4.25553 0.2142
H -2.35133 4.36524 5.89349 0.4341
H -0.16113 3.18243 7.47980 0.3398
H -0.84556 1.61069 7.48139 0.2100
H -1.97681 2.98345 7.62078 0.3560
C -0.98063 -3.72288 -2.05242 -1.2905
C -0.25734 -3.96345 -0.79188 0.8481
C -0.84700 -5.24417 -0.19113 -0.9179
O 0.02014 -5.74541 0.81567 -0.2971
C -0.14992 -7.15454 0.88893 -0.7983
N 1.24243 -4.06047 -0.99716 -0.2002
H 1.75384 -4.31698 -0.13713 0.3875
H 1.50318 -4.76470 -1.69168 0.3755
H 1.57752 -3.14581 -1.30652 0.3261
H -0.75343 -2.81665 -2.63582 0.2698
H -1.99511 -3.57689 -1.70519 0.0309
H -1.01871 -4.61955 -2.63300 0.5528
H -0.27165 -3.08384 -0.14753 -0.2399
H -0.97388 -5.85743 -1.09014 0.5278
H -1.85981 -4.96875 0.16934 0.4102
H 0.72549 -7.60998 1.29924 0.3004
H -0.23366 -7.58792 -0.10016 0.3526
H -1.03262 -7.48403 1.46806 0.3121
C -4.36189 2.67281 -6.13634 -0.9949
C -4.80476 4.01016 -5.49059 -0.4262
N -3.89408 4.19355 -4.29816 0.1499
C -2.55068 4.35739 -4.28646 -0.6162
C -2.16342 4.49306 -2.98323 -0.3667
N -3.31869 4.39331 -2.24972 0.1594
C -4.36408 4.32812 -3.07061 -0.0559
C -3.43218 4.55746 -0.81108 -0.8116
H -4.91623 2.49684 -7.05621 0.4394
H -4.58487 1.84124 -5.44958 0.2978
H -3.28817 2.60671 -6.35401 0.2009
H -5.88213 3.97014 -5.26513 0.3345
H -4.61901 4.82079 -6.22149 0.3158
H -1.90931 4.52906 -5.13545 0.5349
H -1.19591 4.74820 -2.57538 0.5236
H -5.44578 4.30819 -2.87506 0.3776
H -2.66352 3.98003 -0.31258 0.3043
H -4.43719 4.14128 -0.56915 0.2832
H -3.40752 5.63028 -0.54411 0.3243
C 6.71612 -2.86050 -2.70151 -0.9029
C 7.55300 -1.63395 -2.31839 -0.5028
N 6.52900 -0.68475 -1.69823 0.1564
C 5.86983 0.26235 -2.39662 -0.6271
C 5.12039 1.03315 -1.52894 -0.4037
N 5.37241 0.53487 -0.28429 0.1533
C 6.29470 -0.48384 -0.39426 -0.1559
C 4.77639 1.08006 0.99079 -0.9047
H 5.95028 -2.48757 -3.40753 0.2511
H 6.21036 -3.35042 -1.84831 0.2751
H 7.31274 -3.61485 -3.18590 0.4062
H 8.02657 -1.19057 -3.19012 0.3394
H 8.26790 -1.78089 -1.50716 0.3168
H 6.12770 0.42858 -3.41370 0.6013
H 4.52554 1.90289 -1.69968 0.5528
H 6.80728 -1.05257 0.38128 0.4201
H 5.56700 0.88970 1.68995 0.4257
H 3.88416 0.53956 1.37242 0.2493
H 4.59110 2.13905 0.87721 0.3388
As -0.18941 0.80714 0.59261 2.2476
F -1.46524 1.80965 1.25080 -0.5860
F -1.05599 0.64109 -0.89308 -0.5575
F 1.06377 -0.16945 -0.01896 -0.5744
F 0.70156 1.07646 1.98229 -0.4940
F -0.91342 -0.56895 1.17185 -0.4581
F 0.59740 2.17256 -0.12363 -0.5477
```

---

No. 5
The following is a quantum chemistry calculation of a molecular structure, C29H21BrN5NiO4, from OMol25.

For the HOMO-LUMO gap (alpha / beta), the calculation gives 4.106 / 4.090 eV. The charge is +1. The LUMO energy (alpha / beta) is -6.769 / -6.788 eV. The calculation puts the HOMO energy (alpha / beta) at -10.88 / -10.88 eV. The calculation puts the electronic energy at -157128.294 eV. The value obtained for the energy relative to the best compared isomer or geometry (same formula, charge and spin) is 0.0 kJ/mol.

The geometry in XYZ format:
```
61
Properties=species:S:1:pos:R:3:mulliken_charge:R:1
Ni -0.80662 0.34481 0.60316 -0.0554
C 3.29294 1.11053 -0.86492 -0.9850
C 3.29627 2.44455 -1.24704 -0.7254
C 2.13336 3.18201 -1.13804 -0.9542
C 0.98576 2.56597 -0.65096 0.3359
N 0.98854 1.28811 -0.29758 0.7953
C 2.11160 0.57187 -0.39705 -0.2954
C -1.53828 2.63613 0.06702 1.6804
C -2.66257 3.57010 0.18592 -0.7978
C -3.75651 3.46774 -0.63479 -0.6870
C -3.81004 2.41095 -1.53246 -0.8868
C -2.84478 1.36836 -1.48740 -0.0601
N -1.83340 1.43082 -0.68734 -0.2394
H 4.17946 0.49973 -0.92960 0.5042
H 4.19545 2.90615 -1.62862 0.4367
H 2.10844 4.22208 -1.43076 0.5062
H 2.03565 -0.46641 -0.09839 0.3279
H -2.55414 4.38925 0.88327 0.5326
H -4.55942 4.18785 -0.59071 0.5199
H -4.64142 2.32305 -2.21981 0.4931
H -2.97380 0.45511 -2.05704 0.7175
Br 0.97416 -4.95937 5.71752 -0.1644
C 0.61233 -3.39724 4.72841 0.1248
C 0.12785 -2.27409 5.38465 -0.7203
C -0.14380 -1.12926 4.65760 -0.4004
C 0.07816 -1.11132 3.28250 0.0766
C 0.53532 -2.24768 2.62577 -0.0118
C 0.81091 -3.39237 3.35613 -0.8089
N -0.17563 0.07474 2.53037 -0.1104
C 0.05431 1.22297 3.05608 -0.7970
C -0.29122 2.40477 2.24373 1.2960
C 0.30098 3.61965 2.43188 -0.5956
C 0.24719 4.72058 1.51304 -0.5549
C -0.04529 4.67782 0.19794 -1.0665
C -0.27725 3.43548 -0.58935 -0.1296
N -1.15059 1.99567 1.28669 -0.4817
H -0.05123 -2.30046 6.44970 0.4237
H -0.56591 -0.27117 5.16070 0.5630
H 0.65404 -2.24905 1.55272 0.2045
H 1.16672 -4.27880 2.85057 0.4914
H 0.53494 1.33441 4.02508 0.6683
H 0.85306 3.76025 3.35231 0.4593
H 0.49832 5.69168 1.92435 0.5210
H -0.12092 5.61522 -0.33714 0.5366
H -0.54428 3.68080 -1.61990 0.8693
O 0.30397 -3.27125 -0.75438 -0.6760
C -0.20707 -2.20026 -1.00998 -0.0135
O -0.57850 -1.36700 -0.09108 -0.4766
C -0.40389 -1.80750 -2.45580 0.2540
C -0.46580 -2.79736 -3.43366 -0.7029
C -0.63624 -2.46566 -4.77014 -0.5515
C -0.74371 -1.13749 -5.15985 -0.7641
C -0.67122 -0.17328 -4.17034 -0.7545
C -0.49280 -0.47910 -2.83539 1.4555
N -0.83418 1.24274 -4.52954 0.9825
O -0.93670 1.53194 -5.69450 -0.6119
O -0.80588 2.05519 -3.61528 -0.5666
H -0.36870 -3.82881 -3.12715 0.5230
H -0.68864 -3.24424 -5.51728 0.4129
H -0.88466 -0.85228 -6.19085 0.5224
H -0.41339 0.31159 -2.10928 0.4111
```

---

No. 6
The following is a quantum chemistry calculation of a molecular structure, C2H3OP in a non-equilibrium geometry, from OMol25.

For the HOMO-LUMO gap, the calculation gives 9.193 eV. The charge is +2. The LUMO energy is -13.970 eV. The calculation puts the HOMO energy at -23.16 eV. The calculation puts the electronic energy at -13431.537 eV.

The geometry in XYZ format:
```
7
Properties=species:S:1:pos:R:3:mulliken_charge:R:1
H -0.16698 -0.53587 -1.58437 0.7185
P -2.32355 0.25409 -0.86474 1.2186
O -0.87114 0.44269 -0.59657 -0.2213
C -0.83296 -1.36463 -2.54630 -1.0304
H -1.51244 -1.23958 -3.54269 0.4716
C -1.12825 -2.52477 -2.85519 0.3882
H -1.34952 -3.55941 -3.11333 0.4548
```

---

Please write out number 3 again, unchanged.
The following is a quantum chemistry calculation of a gas-phase ion, C3H5N2OS (charge +1) in a non-equilibrium geometry, from OMol25.

For the HOMO-LUMO gap (alpha / beta), the calculation gives 8.007 / 6.654 eV. The charge is +1. As for the spin multiplicity: 3. The LUMO energy (alpha / beta) is -4.145 / -8.781 eV. The calculation puts the HOMO energy (alpha / beta) at -12.15 / -15.44 eV. The calculation puts the electronic energy at -19041.578 eV. Its expectation value of S² is 2.019. The value obtained for the energy relative to the best compared isomer or geometry (same formula, charge and spin) is 289.2 kJ/mol.

The geometry in XYZ format:
```
12
Properties=species:S:1:pos:R:3:mulliken_charge:R:1
C -1.42090 0.07634 1.16573 -0.1501
C 0.76521 -0.56245 1.22562 -0.0373
C -0.40699 -0.05672 -0.87866 -0.6468
N -0.37020 -0.12942 1.76905 -0.1994
N 0.80482 -0.37907 -0.09646 -0.1956
O -2.92209 0.21591 -1.02119 -0.3530
S -2.08041 -0.71133 -0.40417 0.5686
H -2.10841 0.90161 1.49360 0.4654
H 1.51738 -0.89669 1.95503 0.4256
H -0.62402 1.08822 -1.10342 0.3609
H -0.10315 -0.40868 -1.81064 0.4654
H 1.63409 -0.30455 -0.72852 0.2963
```

---

What did the third record say?
The following is a quantum chemistry calculation of a gas-phase ion, C3H5N2OS (charge +1) in a non-equilibrium geometry, from OMol25.

For the HOMO-LUMO gap (alpha / beta), the calculation gives 8.007 / 6.654 eV. The charge is +1. As for the spin multiplicity: 3. The LUMO energy (alpha / beta) is -4.145 / -8.781 eV. The calculation puts the HOMO energy (alpha / beta) at -12.15 / -15.44 eV. The calculation puts the electronic energy at -19041.578 eV. Its expectation value of S² is 2.019. The value obtained for the energy relative to the best compared isomer or geometry (same formula, charge and spin) is 289.2 kJ/mol.

The geometry in XYZ format:
```
12
Properties=species:S:1:pos:R:3:mulliken_charge:R:1
C -1.42090 0.07634 1.16573 -0.1501
C 0.76521 -0.56245 1.22562 -0.0373
C -0.40699 -0.05672 -0.87866 -0.6468
N -0.37020 -0.12942 1.76905 -0.1994
N 0.80482 -0.37907 -0.09646 -0.1956
O -2.92209 0.21591 -1.02119 -0.3530
S -2.08041 -0.71133 -0.40417 0.5686
H -2.10841 0.90161 1.49360 0.4654
H 1.51738 -0.89669 1.95503 0.4256
H -0.62402 1.08822 -1.10342 0.3609
H -0.10315 -0.40868 -1.81064 0.4654
H 1.63409 -0.30455 -0.72852 0.2963
```